Entry 1:
Density functional theory data (ωB97M-V/def2-TZVPD) for a structure of composition C5H8N.

Each line ends with the Löwdin charge.
Positions of all 14 atoms, in Å:
C  0.27  -1.83  -1.40  -0.0095
C  -0.65  -2.19  -0.48  0.3000
C  0.67  -0.51  -0.86  -0.0328
C  0.08  1.94  0.51  -0.0156
C  -0.33  0.56  1.20  -0.1336
N  -0.11  -0.42  0.15  0.0212
H  0.55  -2.20  -2.39  0.1313
H  -1.18  -2.95  -0.04  0.0809
H  1.32  0.38  -1.27  0.1846
H  0.96  1.84  -0.03  0.0313
H  -0.64  2.16  -0.24  0.0846
H  0.11  2.59  1.32  0.0677
H  -1.39  0.38  1.48  0.1432
H  0.32  0.25  2.06  0.1468

Results
- LUMO (eV) = -5.6172
- E (a.u.) = -249.6374
- molecular weight (Da) = 82.13
- E_HOMO (eV) = -15.19
- ΔE to the lowest compared entry with this formula, charge and spin (kcal per mole) = 117.8
- charge = +1
- frontier orbital gap (hartree) = 0.35175

***

Entry 2:
Density functional theory data (ωB97M-V/def2-TZVPD) for a cluster of 2 separate species, C5H7N2O3P in total.

Each line ends with the Löwdin charge.
Positions of all 18 atoms, in Å:
C  2.47  -0.32  0.24  -0.1419
C  3.65  -0.03  -0.35  -0.3321
C  1.54  0.52  -0.41  -0.4003
C  -0.25  0.52  1.09  -0.0169
C  0.11  0.60  -0.21  -0.1449
N  3.51  0.91  -1.28  -0.1361
N  2.24  1.20  -1.37  -0.0785
O  -3.11  0.61  0.62  -0.4083
O  -2.61  -0.90  -1.25  -0.2305
O  -4.81  -1.23  0.14  -0.4603
P  -3.40  -0.74  0.15  0.1443
H  2.05  -0.94  1.00  0.0617
H  4.62  -0.30  -0.04  0.0358
H  -1.37  0.63  1.20  0.0140
H  0.39  0.42  1.89  0.0205
H  -2.57  -1.82  0.70  0.0230
H  -0.51  1.11  -0.89  0.0771
H  -1.96  -0.24  -1.24  -0.0265

Results
- LUMO (eV) = 6.5251
- E (a.u.) = -871.3472
- molecular weight (Da) = 174.10
- E_HOMO (eV) = -0.57
- ΔE to the lowest compared entry with this formula, charge and spin (kcal per mole) = 22.7
- charge = -2
- frontier orbital gap (hartree) = 0.26064

***

Entry 3:
Density functional theory data (ωB97M-V/def2-TZVPD) for a structure of composition C31H27ClN4PdS3Te.

Each line ends with the Löwdin charge.
Positions of all 68 atoms, in Å:
Pd  0.04  -0.35  0.28  0.1745
S  -1.26  0.96  1.57  0.6365
C  -1.61  2.32  0.53  -0.6324
C  -2.44  3.33  1.02  -0.0563
C  -2.74  4.44  0.25  -0.1897
C  -3.58  5.47  0.79  -0.1784
N  -4.26  6.27  1.25  0.1697
C  -2.21  4.55  -1.05  -0.1895
C  -1.40  3.54  -1.54  -0.0577
C  -1.08  2.43  -0.77  -0.6610
S  -0.05  1.18  -1.44  0.6078
C  -2.49  5.69  -1.87  -0.1786
N  -2.73  6.59  -2.54  0.1697
H  -2.85  3.25  2.02  0.1202
H  -1.00  3.63  -2.55  0.1184
C  -4.12  -5.92  4.17  -0.0469
C  -3.03  -4.98  3.72  -0.2681
C  -2.04  -5.39  2.84  -0.0213
C  -1.02  -4.54  2.43  -0.3361
C  0.00  -5.08  1.45  -0.1031
C  -0.99  -3.23  2.92  -0.5253
Te  0.62  -1.98  2.33  0.9915
C  -1.98  -2.79  3.80  -0.3311
C  -2.02  -1.39  4.33  -0.0910
C  -2.98  -3.68  4.19  -0.0269
H  -4.13  -6.83  3.57  0.0744
H  -5.10  -5.45  4.08  0.0788
H  -3.98  -6.21  5.21  0.0837
H  -2.06  -6.41  2.46  0.1132
H  -0.27  -6.10  1.17  0.0745
H  1.00  -5.09  1.88  0.0614
H  0.05  -4.47  0.55  0.0502
H  -2.16  -0.67  3.52  0.0136
H  -1.09  -1.13  4.84  0.0596
H  -2.85  -1.26  5.03  0.0784
H  -3.75  -3.33  4.87  0.1205
S  1.52  -1.62  -1.21  0.6045
C  2.99  -1.65  -0.34  -0.7281
N  3.64  -0.48  -0.14  0.0518
C  4.80  -0.34  0.53  -0.0576
C  5.41  -1.45  1.04  -0.0406
C  4.79  -2.69  0.87  -0.0287
C  3.59  -2.79  0.20  -0.0926
H  3.15  0.35  -0.46  0.1148
H  5.18  0.66  0.62  0.1362
H  6.35  -1.35  1.57  0.1126
H  5.25  -3.58  1.29  0.1203
H  3.08  -3.74  0.08  0.1091
Cl  -7.01  -0.58  1.49  0.6677
C  -5.40  -0.87  0.88  -0.6540
C  -4.68  -1.94  1.35  -0.0851
C  -3.40  -2.16  0.87  -0.0207
C  -2.84  -1.30  -0.07  -0.3127
C  -1.49  -1.51  -0.60  -0.1815
C  -3.61  -0.23  -0.56  -0.0504
C  -4.89  -0.01  -0.09  -0.0887
H  -5.11  -2.60  2.10  0.1049
H  -2.82  -3.00  1.24  0.0989
H  -1.41  -1.18  -1.63  0.0381
H  -1.09  -2.51  -0.44  0.0357
H  -3.18  0.44  -1.29  0.1155
H  -5.48  0.82  -0.44  0.1100
C  1.94  1.35  4.05  -0.0580
C  2.05  1.25  2.61  -0.3139
N  2.08  1.23  1.46  0.1392
H  0.91  1.59  4.30  0.0887
H  2.60  2.13  4.42  0.0886
H  2.19  0.39  4.51  0.0727

Results
- LUMO (eV) = -1.4714
- E (a.u.) = -3467.2008
- molecular weight (Da) = 821.26
- E_HOMO (eV) = -7.54
- ΔE to the lowest compared entry with this formula, charge and spin (kcal per mole) = 0.0
- frontier orbital gap (hartree) = 0.22299

***

Entry 4:
Density functional theory data (ωB97M-V/def2-TZVPD) for the molecule C11H15N3O.

Each line ends with the Löwdin charge.
Positions of all 30 atoms, in Å:
C  -3.89  0.45  0.47  -0.1440
C  0.50  -0.17  -0.06  -0.1475
C  -1.58  -1.48  0.07  -0.5858
C  -0.27  -1.26  -0.73  -0.0617
C  -2.31  1.96  -0.99  -0.0136
C  -2.90  1.57  0.41  -0.1226
C  -1.48  1.20  -0.05  -0.1486
C  2.66  -0.68  -1.24  -0.0512
C  2.31  -1.35  1.34  0.0025
C  2.47  1.11  0.68  -0.1008
C  2.07  -0.26  0.18  -0.4820
N  -3.77  -0.69  -0.09  0.0084
N  -0.28  0.85  0.19  0.2095
N  -2.65  -1.05  -0.62  0.0206
O  -1.55  -1.91  1.21  0.0211
H  -4.83  0.64  1.11  0.1338
H  -0.61  -0.87  -1.76  0.1483
H  0.33  -2.26  -0.90  0.1475
H  -2.67  1.39  -1.83  0.1115
H  -2.20  3.06  -1.17  0.1282
H  -3.00  2.28  1.22  0.1344
H  2.32  -1.76  -1.44  0.0860
H  2.46  -0.06  -2.16  0.0874
H  3.82  -0.69  -1.25  0.1052
H  2.33  -0.72  2.26  0.0875
H  3.33  -1.72  1.25  0.0794
H  1.55  -2.08  1.42  0.0603
H  2.05  1.33  1.72  0.1031
H  2.17  1.91  0.02  0.0650
H  3.62  1.26  0.75  0.1179

Results
- LUMO (alpha / beta) (eV) = -0.1995 / -0.1985
- E (a.u.) = -667.4428
- molecular weight (Da) = 205.26
- E_HOMO (alpha / beta) (eV) = -7.28 / -7.28
- ΔE to the lowest compared entry with this formula, charge and spin (kcal per mole) = 157.3
- frontier orbital gap (alpha / beta) (hartree) = 0.26016 / 0.26024

***

Entry 5:
Density functional theory data (ωB97M-V/def2-TZVPD) for the molecule C20H22Cl2N4O2.

Each line ends with the Löwdin charge.
Positions of all 50 atoms, in Å:
N  -0.43  3.11  -5.26  0.1722
C  -0.07  2.04  -4.50  -0.4738
O  -0.15  2.10  -3.28  0.0453
C  0.40  0.85  -5.25  -0.0787
C  -0.04  0.61  -6.54  -0.0453
C  0.40  -0.48  -7.26  -0.0886
C  1.32  -1.35  -6.69  -0.0678
C  1.76  -1.15  -5.40  0.0038
C  1.30  -0.06  -4.65  -0.1427
N  1.70  0.15  -3.34  0.1467
C  2.59  -0.54  -2.60  -0.4403
O  3.26  -1.49  -2.96  0.0653
C  2.72  0.04  -1.18  -0.0945
N  1.55  0.81  -0.83  -0.1923
C  0.42  0.01  -0.40  -0.1477
C  0.54  -0.47  1.05  -0.1601
N  0.71  0.68  1.93  -0.1841
C  1.91  1.41  1.56  -0.1700
C  1.77  1.89  0.11  -0.1587
H  2.65  2.46  -0.19  0.1217
H  0.89  2.55  0.04  0.1265
H  2.01  2.28  2.22  0.1223
H  2.82  0.79  1.66  0.1272
C  0.70  0.29  3.33  -0.1777
C  -0.69  -0.07  3.78  -0.2302
C  -0.92  -0.95  4.84  -0.6007
C  -2.20  -1.26  5.26  -0.1317
C  -3.28  -0.68  4.61  -0.6770
C  -3.09  0.21  3.57  -0.0945
C  -1.80  0.50  3.17  -0.0280
H  -1.62  1.19  2.35  0.1179
H  -3.93  0.66  3.07  0.1054
Cl  -4.88  -1.07  5.13  0.6783
H  -2.35  -1.95  6.07  0.1031
Cl  0.41  -1.68  5.67  0.7144
H  1.38  -0.55  3.53  0.0992
H  1.04  1.15  3.92  0.1366
H  -0.37  -0.99  1.34  0.1243
H  1.39  -1.17  1.15  0.1259
H  0.32  -0.85  -1.06  0.1295
H  -0.47  0.63  -0.50  0.1277
H  3.60  0.70  -1.20  0.1375
H  2.95  -0.79  -0.50  0.1254
H  1.20  0.90  -2.84  0.1040
H  2.46  -1.83  -4.94  0.1006
H  1.68  -2.20  -7.25  0.1068
H  0.04  -0.66  -8.26  0.1007
H  -0.78  1.26  -6.99  0.1066
H  -0.27  3.14  -6.25  0.0950
H  -0.73  3.94  -4.78  0.1147

Results
- LUMO (eV) = 0.6231
- E (a.u.) = -2065.2757
- molecular weight (Da) = 421.33
- E_HOMO (eV) = -8.47
- structure (SMILES) = NC(=O)c1ccccc1NC(=O)CN1CCN(Cc2ccc(Cl)cc2Cl)CC1
- frontier orbital gap (hartree) = 0.33414